Entry 1:
Here is an isolated molecule of C4H9NOS from the Open Molecules 2025 dataset. Energies are from ωB97M-V/def2-TZVPD.

```
16
Properties=species:S:1:pos:R:3:forces:R:3:mulliken_charge:R:1
C 1.6993 -1.0151 -1.1558 1.1 -1.5 -0.4 -1.110
C 0.8213 0.1822 -1.2467 0.6 0.5 0.3 0.374
C 1.5873 1.4343 -1.6517 -0.9 0.3 -0.9 -1.383
O 0.2702 0.4777 0.0248 -0.5 0.6 1.0 -0.332
C -0.7766 -0.1482 0.5713 0.5 -0.2 0.0 0.358
N -1.3495 -1.1148 -0.1516 0.1 -0.1 -0.5 -0.302
S -1.2950 0.1921 2.0817 0.0 0.4 0.6 -0.402
H 2.6441 -0.9219 -0.5964 -0.6 0.5 0.2 0.331
H 1.1708 -1.8832 -0.7290 0.2 0.2 -0.3 0.340
H 2.0500 -1.2589 -2.1712 -0.3 -0.2 0.2 0.352
H 0.0285 -0.0285 -1.9577 -0.2 0.2 -0.3 0.297
H 1.9256 1.2746 -2.6981 0.3 0.2 0.7 0.387
H 0.8734 2.2823 -1.6955 0.5 -0.4 0.1 0.340
H 2.3899 1.6838 -0.9400 -0.2 -0.3 -0.4 0.344
H -2.0598 -1.6531 0.3153 0.0 0.0 -0.3 0.226
H -1.0054 -1.3054 -1.0756 -0.4 -0.4 0.0 0.178
```
Positions in Å, forces in eV/Å.

Values from the calculation:
Energy above the lowest of the compared OMol25 structures with the same formula, charge and spin in kcal/mol: 18.67
Maximum force in eV/Å: 1.90
M in g mol⁻¹: 119.19
Net charge: 0
Structure (SMILES): CC(C)OC(N)=S



Entry 2:
Here is an isolated molecule of C4H9NOS from the Open Molecules 2025 dataset. Energies are from ωB97M-V/def2-TZVPD.

```
16
Properties=species:S:1:pos:R:3:forces:R:3:mulliken_charge:R:1
C -0.6675 0.4488 -0.5222 1.5 -0.5 0.8 0.496
C -1.7724 1.1674 0.1774 0.2 1.8 -1.5 -1.012
C 0.3061 -1.4566 -1.5639 -2.0 0.4 -0.9 -0.784
C 1.3196 -0.3334 1.3184 1.4 1.2 0.8 -0.935
N -0.7684 -0.6275 -1.1334 -2.0 1.1 1.1 -0.474
O 0.8941 2.3015 0.8844 -0.1 1.0 0.5 -0.612
S 1.1814 1.0687 0.1406 -1.5 -0.6 -0.2 0.417
H -1.4068 2.1319 0.5642 -0.1 0.1 -0.7 0.369
H -1.8467 0.6505 1.0877 -1.0 -1.1 1.2 0.280
H -2.7086 1.3004 -0.4543 1.2 -0.5 1.1 0.300
H 0.8069 -1.8723 -0.7247 0.4 -0.9 0.4 0.224
H 0.8918 -0.7335 -2.0524 1.7 0.1 -1.3 0.400
H -0.2655 -2.1221 -2.2315 1.5 -0.5 0.1 0.316
H 2.1173 -0.8607 0.8330 0.7 -0.7 0.4 0.332
H 0.4606 -0.8822 1.2478 -2.2 -1.6 -0.3 0.355
H 1.4581 -0.1808 2.4289 0.3 0.6 -1.5 0.329
```
Positions in Å, forces in eV/Å.

Values from the calculation:
Energy above the lowest of the compared OMol25 structures with the same formula, charge and spin in kcal/mol: 84.86
Maximum force in eV/Å: 2.76
M in g mol⁻¹: 119.19
Net charge: 0



Entry 3:
Here is an isolated molecule of C4H9NOS from the Open Molecules 2025 dataset. Energies are from ωB97M-V/def2-TZVPD.

```
16
Properties=species:S:1:pos:R:3:forces:R:3:mulliken_charge:R:1
C 0.4585 -0.7646 1.6710 0.6 2.4 -1.5 -1.168
C -0.0004 0.0600 0.3434 -1.6 -2.3 1.9 -0.413
C 0.7512 -0.6201 -0.8264 0.8 -0.3 0.4 -0.417
S 2.3585 0.3824 -0.7808 -0.9 -1.1 -0.2 -0.217
N -1.4815 0.4308 0.1748 0.5 -0.5 -1.3 -0.216
C -1.7829 1.1782 -0.9666 0.2 -1.9 -0.7 -0.025
O -1.0936 1.2374 -2.0017 -1.4 0.5 2.6 -0.550
H 0.4156 -1.8437 1.8369 0.2 0.2 -0.7 0.372
H 1.4788 -0.1910 1.7731 -1.6 -2.1 0.5 0.307
H -0.2424 -0.2760 2.2856 -0.5 0.2 2.0 0.336
H 0.2177 0.9504 0.9061 1.7 1.2 -1.8 0.495
H 0.3534 -0.5458 -1.8345 -0.2 0.6 0.3 0.474
H 0.8768 -1.7831 -0.6581 0.0 2.5 0.2 0.296
H 2.7126 -0.0792 -1.9648 0.5 0.0 -0.5 0.134
H -2.1895 0.3356 0.9353 1.1 0.2 -1.1 0.269
H -2.8328 1.5289 -0.8934 0.4 0.4 -0.3 0.324
```
Positions in Å, forces in eV/Å.

Values from the calculation:
Energy above the lowest of the compared OMol25 structures with the same formula, charge and spin in kcal/mol: 71.79
Maximum force in eV/Å: 3.37
M in g mol⁻¹: 119.19
Net charge: 0
Structure (SMILES): C[C@@H](CS)NC=O



Entry 4:
Here is an isolated molecule of C4H9NOS from the Open Molecules 2025 dataset. Energies are from ωB97M-V/def2-TZVPD.

```
16
Properties=species:S:1:pos:R:3:forces:R:3:mulliken_charge:R:1
C 0.1262 -0.2865 -2.3025 -0.3 2.4 -0.6 -0.753
N 1.0555 -0.9318 -1.3663 -0.4 0.0 -0.8 -0.170
C 1.0570 -0.6269 -0.0365 2.1 1.2 1.7 0.476
O 2.1021 -0.7994 0.6366 -2.6 0.2 -1.0 -0.659
C -0.2733 -0.0461 0.5270 -2.9 -1.3 -1.2 -0.205
C -0.4655 0.2957 2.0120 4.0 -0.1 0.8 -0.782
S -1.9732 1.0725 2.5435 -1.5 -2.7 0.7 -0.178
H -0.9116 -0.7117 -2.2448 1.0 0.6 0.2 0.233
H 0.3960 -0.2734 -3.4215 0.2 -0.6 1.9 0.296
H 0.1568 0.8668 -2.0216 -0.7 -2.2 -0.8 0.263
H 1.9777 -1.1686 -1.7050 -0.1 0.0 0.1 0.294
H -0.7788 0.8608 -0.0509 1.4 -2.2 0.7 0.250
H -0.9299 -1.0142 0.3446 0.6 2.0 0.0 0.209
H 0.2988 1.1006 2.2154 -0.4 -1.0 0.1 0.297
H -0.1251 -0.5935 2.6858 -1.0 1.6 -1.1 0.330
H -1.7128 2.2559 2.1842 0.7 2.2 -0.8 0.098
```
Positions in Å, forces in eV/Å.

Values from the calculation:
Energy above the lowest of the compared OMol25 structures with the same formula, charge and spin in kcal/mol: 40.86
Maximum force in eV/Å: 4.05
M in g mol⁻¹: 119.19
Net charge: 0
Structure (SMILES): CNC(=O)CCS



Entry 5:
Here is a cluster of 2 separate species, C4H9NOS in total from the Open Molecules 2025 dataset. Energies are from ωB97M-V/def2-TZVPD.

```
16
Properties=species:S:1:pos:R:3:forces:R:3:mulliken_charge:R:1
C 0.0348 -0.5678 1.8980 -3.1 -1.1 3.5 -0.993
C 1.9242 -0.3523 0.3314 -1.6 -2.0 0.0 -1.401
C -0.3082 0.5592 -0.2731 -1.1 -0.9 0.6 -1.177
C 0.5000 -0.2428 0.7550 0.3 2.3 -2.7 0.937
N -2.3848 -2.4327 -1.0604 -2.9 0.6 0.1 -0.432
O -0.1970 -3.1279 -0.2351 -0.1 -0.2 0.2 -0.415
S -1.5753 -2.8982 0.1266 -0.1 0.1 -0.4 0.553
H -1.0042 -0.2628 2.1708 0.7 -0.3 -0.3 0.277
H -3.4727 -2.2524 -0.9096 3.1 -0.6 0.1 0.293
H 0.4499 -1.2212 2.6636 0.6 0.3 -0.3 0.291
H 2.2816 -1.3043 0.7183 0.5 -0.1 -0.5 0.375
H 2.4223 0.4178 0.8201 1.2 1.5 0.5 0.355
H 1.8952 -0.2559 -0.7397 0.9 -0.2 -0.4 0.372
H -1.3829 0.8823 0.1054 2.3 -0.8 -1.0 0.268
H 0.3154 1.4211 -0.5130 -0.4 0.2 -0.2 0.372
H -0.3147 -0.1349 -1.1760 -0.5 1.1 0.8 0.324
```
Positions in Å, forces in eV/Å.

Values from the calculation:
Energy above the lowest of the compared OMol25 structures with the same formula, charge and spin in kcal/mol: 73.07
Maximum force in eV/Å: 4.82
M in g mol⁻¹: 119.19
Net charge: 0



Entry 6:
Here is a cluster of 2 separate species, C4H9NOS2 in total from the Open Molecules 2025 dataset. Energies are from ωB97M-V/def2-TZVPD.

```
17
Properties=species:S:1:pos:R:3:forces:R:3:mulliken_charge:R:1
C 0.2076 1.8444 -1.0120 -1.3 1.8 -2.3 -0.777
C 0.8412 1.5105 0.2619 1.8 -4.9 3.4 0.725
C 0.2911 0.2968 1.2113 -1.9 2.0 1.3 -1.454
C -1.3228 -0.9152 -0.1051 -0.8 -1.2 -3.9 0.002
H 0.6572 2.9540 -1.0680 -1.7 -2.0 -0.7 0.273
H -1.0530 1.7579 -0.8490 3.9 0.7 -1.0 0.136
H 0.6680 1.3126 -2.0053 -1.5 0.9 2.6 0.162
H 0.7588 2.2951 0.9740 0.2 1.3 0.4 0.362
H 2.1978 -0.3522 0.6605 0.2 3.8 -2.4 0.378
H -0.7359 0.5585 1.6956 1.9 -0.2 -0.5 0.409
H 1.1004 0.1140 2.0436 -1.7 0.2 -1.6 0.405
H 1.5388 -1.0301 -1.5936 -0.5 -0.2 1.8 0.222
H -1.5753 -1.6275 -1.1095 1.7 1.1 3.3 0.199
N -0.0467 -0.8800 0.4548 -0.5 -0.3 -1.3 0.115
O 2.2015 1.0434 0.1318 0.0 -2.3 0.9 -0.705
S 1.2875 -1.6548 -0.3190 -0.3 -0.3 -0.8 -0.208
S -2.5966 0.1180 -0.0012 0.4 -0.4 1.0 -0.243
```
Positions in Å, forces in eV/Å.

Values from the calculation:
Energy above the lowest of the compared OMol25 structures with the same formula, charge and spin in kcal/mol: 156.84
Maximum force in eV/Å: 6.23
M in g mol⁻¹: 151.26
Net charge: 0



Entry 7:
Here is an isolated molecule of C4H9NS3 from the Open Molecules 2025 dataset. Energies are from ωB97M-V/def2-TZVPD.

```
17
Properties=species:S:1:pos:R:3:forces:R:3:mulliken_charge:R:1
C 3.2064 -0.5940 -0.1818 -1.7 -0.9 -1.8 -1.002
S 1.8924 0.6182 -0.1092 0.3 -1.0 -0.1 -0.004
C 0.4301 -0.4497 -0.3499 0.8 1.7 1.0 0.239
S 0.5075 -2.0577 -0.3582 -0.3 -0.8 -0.4 -0.308
N -0.6625 0.3738 -0.3202 0.0 -0.3 -0.2 -0.054
C -0.4132 1.7824 -0.1703 -0.2 2.5 -1.2 -0.937
S -2.1865 -0.1334 -0.8578 0.2 -0.4 0.4 -0.008
C -2.8657 -0.8105 0.6505 -1.6 0.6 0.4 -0.753
H 3.1645 -1.0610 -1.1952 0.3 0.3 0.8 0.304
H 3.1126 -1.3598 0.5526 -0.2 -0.5 0.6 0.325
H 4.0973 -0.0804 -0.0466 1.7 1.1 0.2 0.374
H -1.3358 2.4380 -0.1014 0.8 -1.3 -0.2 0.264
H 0.1820 2.0091 0.7368 -0.3 -0.2 -0.5 0.365
H 0.1674 2.1249 -1.1112 -0.8 -0.1 1.6 0.367
H -2.4097 -1.6877 1.0906 0.3 -0.3 -0.5 0.272
H -2.9898 -0.0731 1.4669 0.2 -0.1 -0.6 0.275
H -3.8969 -1.0392 0.3044 0.5 -0.2 0.4 0.281
```
Positions in Å, forces in eV/Å.

Values from the calculation:
Energy above the lowest of the compared OMol25 structures with the same formula, charge and spin in kcal/mol: 18.83
Maximum force in eV/Å: 2.78
M in g mol⁻¹: 167.32
Net charge: 0
Structure (SMILES): CSC(=S)N(C)SC



Entry 8:
Here is an isolated molecule of C4H9NS3 from the Open Molecules 2025 dataset. Energies are from ωB97M-V/def2-TZVPD.

```
17
Properties=species:S:1:pos:R:3:forces:R:3:mulliken_charge:R:1
C -0.3436 -1.4317 0.3520 -0.3 -3.2 -0.8 -0.649
C 0.1310 -0.1277 -0.1587 0.6 3.2 1.5 0.718
C 0.1881 0.9702 1.0048 0.4 -1.8 -0.6 -1.506
C -0.4898 0.5724 -1.3129 -4.0 -0.6 -1.7 -1.542
N 2.1773 -1.1164 0.7480 -2.9 0.0 -1.2 -0.244
S 1.9662 -0.3624 -0.7466 -1.0 0.2 1.0 0.206
S 1.8158 -1.3483 -2.4119 0.3 -0.5 0.3 -0.326
S 1.0047 -2.2677 1.2759 0.3 0.4 0.2 -0.042
H -1.1814 -1.3611 1.0792 0.3 0.1 -0.9 0.364
H -0.4400 -2.3019 -0.4291 -0.8 2.3 0.9 0.336
H 0.6094 0.5797 1.8912 0.7 -0.9 1.0 0.440
H -0.7481 1.3726 1.3775 -0.4 0.3 -0.9 0.406
H 0.9255 1.6554 0.6679 0.1 1.4 -0.2 0.449
H -0.5327 -0.1501 -2.1281 0.2 0.3 -0.4 0.447
H -0.0236 1.4741 -1.6493 0.9 0.3 0.1 0.414
H -1.6226 0.9290 -1.2814 2.1 -1.0 0.9 0.293
H 3.0158 -1.2766 1.1557 3.4 -0.3 0.9 0.236
```
Positions in Å, forces in eV/Å.

Values from the calculation:
Energy above the lowest of the compared OMol25 structures with the same formula, charge and spin in kcal/mol: 45.54
Maximum force in eV/Å: 4.41
M in g mol⁻¹: 167.32
Net charge: 0



Entry 9:
Here is a cluster of 2 separate species, C4H9O in total from the Open Molecules 2025 dataset. Energies are from ωB97M-V/def2-TZVPD.

```
14
Properties=species:S:1:pos:R:3:forces:R:3:mulliken_charge:R:1
C 2.2396 0.0941 0.9396 -0.6 -0.8 0.6 -0.623
O 1.7989 -0.6182 -0.1127 0.0 0.0 -0.2 -0.841
H 1.4746 0.8588 1.2881 0.6 0.3 -0.1 0.125
H 3.2478 0.5530 0.8039 -0.2 0.5 0.0 0.224
H 2.3738 -0.5291 1.8908 0.1 0.2 -0.2 0.144
C -1.2334 -1.0369 -0.0143 0.6 0.2 0.7 -0.654
C -1.7285 0.2611 -0.5731 -0.6 -0.6 -1.2 -0.087
C -0.9402 1.1850 -1.1209 0.0 -0.2 0.6 -0.528
H -1.1342 -1.8399 -0.7547 -0.3 0.4 -0.3 0.209
H -1.8948 -1.4442 0.7573 0.2 0.2 0.2 0.280
H -0.1809 -0.8930 0.3018 -0.2 -0.2 0.2 0.075
H -2.8134 0.3194 -0.7284 0.2 0.1 -0.1 0.253
H -1.3254 1.9325 -1.8048 -0.1 0.3 0.4 0.243
H 0.1161 1.1574 -0.8727 0.2 -0.2 -0.5 0.180
```
Positions in Å, forces in eV/Å.

Values from the calculation:
Energy above the lowest of the compared OMol25 structures with the same formula, charge and spin in kcal/mol: 24.54
Maximum force in eV/Å: 1.43
M in g mol⁻¹: 73.11
Net charge: -1



Entry 10:
Here is a cluster of 2 separate species, C4H9O in total from the Open Molecules 2025 dataset. Energies are from ωB97M-V/def2-TZVPD.

```
14
Properties=species:S:1:pos:R:3:forces:R:3:mulliken_charge:R:1
C 2.1963 -1.1944 -1.0039 0.1 -0.1 0.1 -0.587
O 0.8742 -1.2243 -1.2099 -0.4 0.0 -0.1 -0.806
H 2.5001 -1.1796 0.0826 0.1 0.1 0.1 0.116
H 2.7581 -2.0864 -1.4007 0.1 0.1 -0.1 0.163
H 2.7120 -0.2947 -1.4366 0.1 -0.1 0.0 0.145
C -0.8326 -0.0619 1.3190 0.5 -0.1 0.8 -0.804
C -1.1516 0.6011 0.0348 -0.3 0.6 -0.7 0.071
C -1.8524 1.7237 -0.1284 0.0 -0.3 0.3 -0.832
H 0.2498 -0.2551 1.3667 -0.2 0.0 -0.2 0.112
H -1.1074 0.5024 2.2250 -0.1 0.1 -0.4 0.326
H -1.2932 -1.0448 1.4045 -0.1 -0.1 -0.2 0.213
H -0.7218 0.1288 -0.8470 0.3 -0.2 0.2 0.335
H -1.9989 2.1567 -1.1085 0.0 0.0 -0.1 0.269
H -2.3326 2.2284 0.7024 0.1 0.1 0.1 0.278
```
Positions in Å, forces in eV/Å.

Values from the calculation:
Energy above the lowest of the compared OMol25 structures with the same formula, charge and spin in kcal/mol: 19.03
Maximum force in eV/Å: 0.95
M in g mol⁻¹: 73.11
Net charge: -1



Entry 11:
Here is a cluster of 2 separate species, C4H9O in total from the Open Molecules 2025 dataset. Energies are from ωB97M-V/def2-TZVPD.

```
14
Properties=species:S:1:pos:R:3:forces:R:3:mulliken_charge:R:1
C -0.8580 0.1862 0.7735 0.8 -1.4 -2.3 0.012
O -1.7932 -0.7291 0.8607 -0.7 0.8 0.5 -0.901
C -0.3495 0.7888 -0.6736 -1.1 0.5 0.4 -0.944
C 0.4044 -0.2814 0.0062 1.1 0.5 2.0 0.093
C 1.7343 0.0723 0.6307 0.8 0.7 0.7 -1.340
H -0.6867 1.0181 1.4745 -0.1 -0.3 0.5 0.255
H 1.7961 -0.3340 -6.8159 0.1 0.2 -0.2 -0.001
H -0.9685 0.6806 -1.5570 0.1 -0.3 0.0 0.364
H 0.0562 1.7813 -0.5139 0.2 0.1 -0.4 0.224
H 1.6538 -0.8526 -6.3185 -0.1 -0.2 0.2 0.001
H 0.3487 -1.3254 -0.2405 -0.4 -0.1 -0.5 0.345
H 2.0905 -0.6258 1.4035 -0.2 -0.5 -0.4 0.329
H 2.5973 0.2677 -0.0339 -0.3 -0.1 -0.2 0.306
H 1.6484 0.9759 1.2561 -0.2 0.2 -0.4 0.260
```
Positions in Å, forces in eV/Å.

Values from the calculation:
Energy above the lowest of the compared OMol25 structures with the same formula, charge and spin in kcal/mol: 43.76
Maximum force in eV/Å: 2.81
M in g mol⁻¹: 73.11
Net charge: -1



Entry 12:
Here is a cluster of 2 separate species, C4H9O in total from the Open Molecules 2025 dataset. Energies are from ωB97M-V/def2-TZVPD.

```
14
Properties=species:S:1:pos:R:3:forces:R:3:mulliken_charge:R:1
C -1.2858 -0.0201 -2.3832 1.2 0.4 -0.1 -0.501
O -1.1609 1.2095 -1.8596 -0.1 0.2 1.0 -0.845
H -2.2279 -0.0708 -2.9964 0.4 -0.7 -0.2 0.202
H -1.3000 -0.9356 -1.6474 -0.1 0.8 -0.6 0.081
H -0.3221 -0.1925 -3.0239 -1.3 -0.7 0.0 0.085
C -0.1186 0.4135 1.3132 0.7 1.1 1.7 -0.766
C 1.0352 -0.3281 1.9937 0.2 -1.6 0.5 -0.012
C 1.8604 -1.2168 1.3766 -1.1 1.3 0.5 -0.651
H -0.1073 1.5140 1.4820 -0.2 -0.6 0.9 0.250
H -1.0830 -0.0202 1.6644 0.6 0.4 -0.4 0.224
H -0.0547 0.5254 0.2659 -0.1 -1.0 -1.7 0.213
H 1.0631 -0.3616 3.1406 -0.2 0.2 -1.6 0.195
H 2.4325 -1.9724 1.8858 0.4 0.2 0.5 0.247
H 1.9395 -1.2531 0.3042 -0.3 0.0 -0.4 0.278
```
Positions in Å, forces in eV/Å.

Values from the calculation:
Energy above the lowest of the compared OMol25 structures with the same formula, charge and spin in kcal/mol: 35.97
Maximum force in eV/Å: 2.09
M in g mol⁻¹: 73.11
Net charge: -1



Please write out number 3 again, unchanged.
Here is an isolated molecule of C4H9NOS from the Open Molecules 2025 dataset. Energies are from ωB97M-V/def2-TZVPD.

```
16
Properties=species:S:1:pos:R:3:forces:R:3:mulliken_charge:R:1
C 0.4585 -0.7646 1.6710 0.6 2.4 -1.5 -1.168
C -0.0004 0.0600 0.3434 -1.6 -2.3 1.9 -0.413
C 0.7512 -0.6201 -0.8264 0.8 -0.3 0.4 -0.417
S 2.3585 0.3824 -0.7808 -0.9 -1.1 -0.2 -0.217
N -1.4815 0.4308 0.1748 0.5 -0.5 -1.3 -0.216
C -1.7829 1.1782 -0.9666 0.2 -1.9 -0.7 -0.025
O -1.0936 1.2374 -2.0017 -1.4 0.5 2.6 -0.550
H 0.4156 -1.8437 1.8369 0.2 0.2 -0.7 0.372
H 1.4788 -0.1910 1.7731 -1.6 -2.1 0.5 0.307
H -0.2424 -0.2760 2.2856 -0.5 0.2 2.0 0.336
H 0.2177 0.9504 0.9061 1.7 1.2 -1.8 0.495
H 0.3534 -0.5458 -1.8345 -0.2 0.6 0.3 0.474
H 0.8768 -1.7831 -0.6581 0.0 2.5 0.2 0.296
H 2.7126 -0.0792 -1.9648 0.5 0.0 -0.5 0.134
H -2.1895 0.3356 0.9353 1.1 0.2 -1.1 0.269
H -2.8328 1.5289 -0.8934 0.4 0.4 -0.3 0.324
```
Positions in Å, forces in eV/Å.

Values from the calculation:
Energy above the lowest of the compared OMol25 structures with the same formula, charge and spin in kcal/mol: 71.79
Maximum force in eV/Å: 3.37
M in g mol⁻¹: 119.19
Net charge: 0
Structure (SMILES): C[C@@H](CS)NC=O



> Look up the net charge of the twelfth one.

-1



> Number 1 is which compound?

C4H9NOS